{"formula": "C39H64N4O18", "method": "ωB97M-V/def2-TZVPD", "smiles": "C[C@H]1COC(=O)O1.C[C@H]1COC(=O)O1.C[C@H]1COC(=O)O1.C[C@H]1COC(=O)O1.C[C@H]1COC(=O)O1.COC(=O)OC.CCCC#N.CCCC#N.CCCC#N.CCCC#N", "relative_energy_kj_mol": 0.0, "orbital_gap_ev": 9.342, "energy_ha": -3097.60158, "spin_multiplicity": 1, "charge": 0, "species": ["C", "C", "C", "O", "C", "O", "O", "H", "H", "H", "H", "H", "H", "C", "C", "C", "O", "C", "O", "O", "H", "H", "H", "H", "H", "H", "C", "C", "C", "O", "C", "O", "O", "H", "H", "H", "H", "H", "H", "C", "C", "C", "O", "C", "O", "O", "H", "H", "H", "H", "H", "H", "C", "C", "C", "O", "C", "O", "O", "H", "H", "H", "H", "H", "H", "C", "O", "C", "O", "O", "C", "H", "H", "H", "H", "H", "H", "C", "C", "C", "C", "N", "H", "H", "H", "H", "H", "H", "H", "C", "C", "C", "C", "N", "H", "H", "H", "H", "H", "H", "H", "C", "C", "C", "C", "N", "H", "H", "H", "H", "H", "H", "H", "C", "C", "C", "C", "N", "H", "H", "H", "H", "H", "H", "H"], "positions_angstrom": [[-0.0605, -0.5345, -3.1191], [1.2835, -1.1002, -3.3066], [1.3103, -2.5208, -3.9100], [2.0153, -2.2835, -5.1351], [2.4037, -1.0762, -5.3066], [3.0344, -0.5627, -6.2188], [1.9108, -0.3084, -4.3209], [-0.5985, -0.9034, -2.2212], [-0.6683, -0.8289, -3.9552], [-0.2034, 0.5470, -3.1501], [1.7203, -1.0947, -2.3454], [0.3236, -2.9178, -4.1575], [1.9610, -3.1521, -3.3959], [-4.8342, 1.6314, -1.3415], [-5.4969, 0.3009, -1.7604], [-4.5927, -0.8643, -1.9297], [-5.4479, -1.9754, -1.7389], [-6.5553, -1.5798, -1.0431], [-7.3446, -2.3132, -0.5673], [-6.5015, -0.1494, -0.8827], [-5.5039, 2.5029, -1.2060], [-4.1739, 1.9353, -2.1332], [-4.3486, 1.4193, -0.4223], [-5.9128, 0.4214, -2.6911], [-3.7942, -0.9252, -1.1468], [-4.1321, -0.9764, -2.9043], [-2.7127, -3.4352, -3.3162], [-2.2854, -4.1005, -2.0776], [-1.1625, -5.0879, -2.2448], [-0.0704, -4.5596, -1.5299], [-0.4409, -3.3747, -1.0567], [0.2937, -2.5715, -0.5824], [-1.7119, -3.1614, -1.3062], [-3.6814, -2.9864, -3.4844], [-2.8540, -4.2367, -4.0056], [-1.9771, -2.7738, -3.8682], [-3.1509, -4.4259, -1.6382], [-0.8621, -5.2415, -3.3153], [-1.4516, -6.0673, -1.8617], [3.0117, 0.7101, 4.7188], [3.9370, 1.5292, 3.9366], [3.9012, 3.0664, 4.1371], [5.2747, 3.3836, 4.2156], [5.9237, 2.3848, 4.5200], [7.1085, 2.4248, 4.8485], [5.1382, 1.3818, 4.5956], [1.9404, 0.7437, 4.2200], [2.9146, 1.0047, 5.7849], [3.3196, -0.3818, 4.7544], [4.0035, 1.1927, 2.8909], [3.4178, 3.3210, 5.1124], [3.3082, 3.5628, 3.3496], [2.7414, 0.0851, 0.7264], [4.0451, -0.1965, 0.2856], [4.2545, 0.3596, -1.1162], [5.2397, 1.3249, -0.9997], [5.5443, 1.4950, 0.2765], [6.1580, 2.4787, 0.7259], [4.9992, 0.4713, 0.9610], [1.9520, -0.4226, 0.1585], [2.5450, 1.1251, 0.7412], [2.5182, -0.3742, 1.7356], [4.2996, -1.2067, 0.4188], [3.4544, 0.9940, -1.5510], [4.6280, -0.4707, -1.7987], [2.0071, 2.7838, -3.5547], [2.6703, 3.6369, -2.6628], [2.2587, 3.5901, -1.3654], [1.0157, 3.1645, -0.9308], [3.1421, 4.2923, -0.5479], [2.8401, 4.4600, 0.8269], [2.7292, 2.0286, -3.9588], [1.4794, 3.3134, -4.3768], [1.2314, 2.0600, -3.2727], [3.5449, 4.9519, 1.4420], [2.8505, 3.4192, 1.2021], [1.8188, 4.8399, 0.9919], [0.5668, -2.4426, 4.4165], [0.8041, -3.9145, 4.7152], [1.6659, -4.0293, 5.9818], [3.0244, -3.5388, 5.9033], [4.1825, -3.2275, 5.8479], [1.5051, -1.9910, 4.2339], [0.1111, -1.8109, 5.2285], [-0.1143, -2.4399, 3.5026], [1.1447, -4.5536, 3.8795], [-0.2319, -4.2840, 4.9777], [1.8518, -5.1385, 6.1191], [1.1567, -3.6802, 6.8728], [-0.9487, -0.1170, 1.0972], [-1.1284, 1.0928, 0.2774], [-1.3369, 2.4288, 1.1045], [-0.3272, 2.6300, 2.1493], [0.4100, 2.8333, 2.9627], [0.0672, -0.3191, 1.4116], [-1.3909, -0.8890, 0.5105], [-1.6492, -0.1367, 1.9682], [-1.9310, 0.9279, -0.5354], [-0.2734, 1.2280, -0.3665], [-2.2317, 2.3187, 1.6686], [-1.3171, 3.3837, 0.4637], [-1.8582, 4.7028, -5.6760], [-2.1526, 5.4937, -4.3755], [-1.4852, 4.8564, -3.1319], [-1.7024, 3.3323, -3.1524], [-1.8874, 2.2088, -3.1701], [-2.3740, 5.1986, -6.5069], [-2.1991, 3.6791, -5.7307], [-0.7700, 4.8980, -5.7457], [-3.2403, 5.5621, -4.2151], [-1.8279, 6.4792, -4.6611], [-1.6333, 5.3358, -2.2319], [-0.3960, 4.9156, -3.2473], [-4.1020, -1.8507, 2.4999], [-3.0410, -2.9270, 2.2973], [-2.8842, -3.9032, 3.4288], [-2.5736, -3.2277, 4.6966], [-2.2511, -2.6783, 5.6353], [-3.9581, -1.3950, 3.5337], [-5.1033, -2.2570, 2.3013], [-3.9918, -0.9593, 1.8430], [-2.1076, -2.4126, 2.2102], [-3.1252, -3.4749, 1.2700], [-2.1122, -4.6225, 3.1754], [-3.7260, -4.4807, 3.7184]], "forces_ev_per_angstrom": [[-2.554, 0.116, 0.327], [-0.928, -0.073, -0.695], [-0.009, 1.905, -1.029], [-0.187, -3.097, -1.140], [1.126, 3.837, -1.742], [-0.984, -1.731, 1.445], [0.560, 0.463, 1.310], [0.562, 0.153, -0.358], [-0.530, -0.300, -0.631], [0.764, -0.045, 0.382], [1.581, 0.258, 0.779], [0.206, -0.127, 0.206], [0.395, -1.407, 1.242], [-1.385, -0.545, -0.361], [0.902, 1.759, 0.737], [1.784, -0.634, 1.110], [-1.096, -0.235, 0.234], [1.177, 1.709, 0.517], [-0.336, 0.262, -0.114], [-0.545, -2.654, 0.227], [-0.151, -0.856, 0.011], [0.720, -0.113, -0.128], [0.868, 0.243, 0.860], [-1.499, 0.629, -2.372], [-0.405, 0.161, -0.494], [0.030, 0.385, -0.094], [0.288, 0.435, -3.735], [0.376, 0.541, -2.207], [-0.038, -2.177, -1.670], [0.278, -0.530, 0.019], [0.918, 0.571, -0.192], [0.531, 0.209, 0.617], [0.203, 3.130, 3.058], [-0.319, 0.462, 1.280], [0.102, -0.988, -0.953], [-0.415, -0.672, 1.149], [-1.950, -1.490, 1.535], [-0.247, 0.286, 0.877], [0.296, -0.014, 0.160], [-3.723, -1.914, 0.006], [-0.117, 1.602, 0.200], [-2.615, -0.221, -0.118], [-3.370, 6.571, -2.582], [6.626, -1.719, 2.643], [-1.815, -0.616, -0.724], [1.685, -5.331, 0.750], [1.952, -0.052, 1.094], [0.112, 0.165, -0.736], [-0.146, 1.272, -0.307], [0.100, 0.360, 0.322], [0.382, -0.244, -0.632], [0.905, 0.180, 0.292], [-4.198, -1.477, 2.855], [0.788, -0.536, -2.809], [-0.172, -1.450, -2.597], [1.577, 1.013, -0.337], [1.652, 3.386, 1.476], [-1.903, -3.682, -1.101], [2.726, 2.302, 3.298], [0.325, 0.208, -0.549], [-0.423, 1.192, 0.093], [0.497, 0.826, -0.595], [0.131, -1.666, -0.448], [-0.451, -1.384, 0.177], [-0.720, 1.198, 0.375], [-0.586, -2.390, -2.606], [-0.626, -0.241, 3.292], [-5.094, 0.757, 2.881], [7.433, 1.996, -2.559], [-0.915, -0.921, -3.093], [-2.319, -2.887, 0.481], [-0.117, 1.248, -0.075], [0.925, 0.212, 0.455], [0.053, 0.820, 1.486], [1.216, 1.057, -0.473], [-0.344, 0.460, 0.328], [0.456, 0.026, -0.237], [-1.425, -0.051, -1.137], [-1.785, 0.323, 1.392], [0.085, -2.843, -0.343], [5.652, 1.926, -0.407], [-5.389, -1.325, 0.196], [0.998, 0.716, -0.790], [0.154, -1.176, -0.622], [0.954, 0.682, 1.005], [0.218, 0.725, 0.326], [1.223, -0.149, -0.038], [-0.380, 0.951, 0.267], [-0.056, 0.275, 0.016], [-1.589, -0.573, 1.432], [-0.633, 2.056, -1.646], [0.940, 0.147, -1.530], [-2.684, -0.839, -3.554], [3.097, 0.722, 3.253], [-0.003, -0.148, 0.068], [0.480, -1.235, -0.451], [0.740, 0.353, -0.132], [0.630, 0.650, 1.620], [0.556, 0.237, -0.062], [-1.200, 0.246, 0.167], [-0.282, -1.580, 0.824], [0.259, 1.432, 0.379], [-1.427, -1.266, -0.389], [1.397, -2.226, -3.194], [-0.057, 3.265, 0.776], [-0.194, -1.168, -0.126], [0.325, 0.117, 0.098], [0.433, -0.388, 0.414], [-0.396, -0.981, -0.764], [0.276, -0.035, 0.090], [0.396, 0.595, 0.827], [-1.034, 0.580, 2.093], [0.051, 0.077, -0.159], [-0.016, 0.815, 0.521], [-0.350, -0.012, -2.273], [0.336, 0.011, 0.780], [0.268, -0.669, -1.697], [0.140, 0.788, 1.601], [-0.649, -0.801, -1.052], [0.115, 0.269, 0.566], [0.168, -0.781, 0.020], [0.844, 0.266, -0.056], [-0.216, 0.771, 1.839], [0.347, -0.054, 0.232], [-1.289, -0.645, -0.474]], "lowdin_charge": [-0.04, -0.30, -0.02, 0.11, -0.59, 0.13, 0.07, 0.09, 0.08, 0.04, 0.12, 0.13, 0.12, 0.01, -0.36, -0.13, 0.04, -0.48, 0.18, 0.08, 0.10, 0.04, 0.06, 0.13, 0.14, 0.13, -0.01, -0.36, -0.07, 0.10, -0.60, 0.15, 0.09, 0.07, 0.08, 0.11, 0.14, 0.15, 0.14, -0.05, -0.34, -0.05, 0.14, -0.70, 0.12, 0.11, 0.10, 0.10, 0.09, 0.13, 0.15, 0.10, -0.03, -0.40, -0.09, 0.09, -0.50, 0.13, 0.10, 0.09, 0.08, 0.12, 0.16, 0.13, 0.16, -0.08, 0.01, -0.34, -0.05, -0.01, -0.05, 0.10, 0.10, 0.06, 0.09, 0.07, 0.10, -0.13, -0.26, -0.21, -0.22, 0.14, 0.03, 0.09, 0.08, 0.12, 0.09, 0.14, 0.12, -0.12, -0.26, -0.14, -0.24, 0.18, 0.06, 0.04, 0.09, 0.11, 0.07, 0.09, 0.13, -0.11, -0.25, -0.13, -0.17, 0.17, 0.07, 0.06, 0.08, 0.11, 0.10, 0.08, 0.11, -0.09, -0.27, -0.18, -0.25, 0.18, 0.10, 0.08, 0.06, 0.06, 0.14, 0.12, 0.11]}